[1]
Below is C15H66BNO29 as an isolated structure, with properties calculated with the ωB97M-V functional and the def2-TZVPD basis.

Last column: Löwdin charge in e.
Cartesian coordinates (Å):
C: 17.710 44.501 3.687  -0.0713
C: 17.201 43.367 4.655  -0.2342
C: 16.385 43.881 5.803  -0.1967
C: 16.338 42.712 6.898  -0.1264
N: 15.701 43.108 8.170  -0.1641
C: 15.677 41.840 9.166  -0.0315
C: 14.452 42.017 10.056  -0.1338
C: 13.463 42.640 9.077  -0.1552
C: 14.194 43.287 8.009  -0.1254
C: 16.299 44.294 8.794  -0.1093
C: 17.846 44.395 8.818  -0.1402
C: 18.356 45.715 9.698  -0.0237
H: 18.163 43.954 2.697  0.1139
H: 18.303 45.316 4.125  0.0414
H: 16.911 45.017 3.118  0.0707
H: 18.104 42.953 5.106  0.0929
H: 16.371 42.855 4.017  0.1382
H: 15.161 44.184 5.542  0.1707
H: 16.656 44.774 6.188  0.0293
H: 17.451 42.334 6.939  0.1345
H: 15.832 41.728 6.428  0.1736
H: 16.662 41.763 9.629  0.1075
H: 15.435 40.874 8.645  0.1391
H: 14.578 42.549 10.910  0.0499
H: 14.098 41.043 10.343  0.1234
H: 12.757 43.315 9.699  0.1615
H: 12.768 41.908 8.605  0.1042
H: 13.813 44.215 8.050  0.1027
H: 13.785 42.822 7.090  0.1189
H: 16.033 44.472 9.808  0.1225
H: 15.896 45.195 8.185  0.1696
H: 18.423 44.475 7.996  0.0422
H: 18.206 43.522 9.442  0.0958
H: 19.160 46.068 8.995  0.0686
H: 18.524 45.490 10.700  0.0410
H: 17.654 46.432 9.621  0.0019
O: 10.675 42.571 3.579  0.1614
C: 11.864 42.696 3.359  -0.4925
O: 12.344 42.848 2.231  0.2764
B: 13.824 42.489 2.300  -0.8067
O: 14.017 42.091 3.674  0.2954
C: 12.932 42.251 4.295  -0.3401
O: 12.720 41.858 5.474  0.0552
O: 14.552 43.680 1.795  0.2833
C: 15.229 43.164 0.828  -0.4258
O: 16.152 43.751 0.298  0.1640
C: 14.972 41.826 0.635  -0.4427
O: 13.979 41.413 1.301  0.3042
O: 15.765 41.020 0.113  0.1525
O: 17.762 49.472 9.314  -0.0720
H: 18.332 48.939 8.693  0.0208
H: 17.970 49.299 10.246  0.0625
O: 19.723 41.606 8.544  -0.0108
H: 20.353 42.257 8.528  0.0069
H: 20.174 40.938 7.981  0.0988
O: 19.824 48.361 7.831  -0.0950
H: 20.656 47.920 8.175  0.0597
H: 20.001 49.336 7.801  0.1109
O: 18.528 47.657 5.479  -0.1146
H: 19.070 46.880 5.279  -0.0408
H: 18.763 47.950 6.484  0.0779
O: 13.422 45.582 4.611  0.0058
H: 12.649 45.382 5.069  0.0270
H: 13.192 45.292 3.718  0.0679
O: 19.295 40.078 10.709  -0.0124
H: 19.352 40.550 9.962  -0.0906
H: 19.042 39.125 10.579  0.1050
O: 9.989 41.676 9.321  0.0049
H: 10.448 41.414 8.561  -0.0447
H: 9.933 42.561 9.434  -0.0300
O: 20.442 45.783 5.482  -0.1317
H: 21.060 46.127 6.202  0.0745
H: 20.697 44.757 5.361  0.1570
O: 15.460 38.086 6.981  -0.0361
H: 16.249 38.228 7.504  0.0191
H: 15.658 38.748 6.328  0.0172
O: 19.628 41.639 2.624  0.0117
H: 19.120 41.294 3.275  -0.0318
H: 20.420 41.098 2.650  0.0528
O: 13.936 42.982 13.159  -0.0062
H: 13.254 43.378 13.728  0.0656
H: 14.705 43.383 13.404  -0.0278
O: 22.009 46.466 8.272  0.0265
H: 22.413 46.646 9.046  0.0062
H: 21.909 45.589 8.593  0.0498
O: 15.945 39.455 12.550  0.0323
H: 16.536 40.113 12.153  0.0237
H: 15.840 39.188 11.735  -0.0698
O: 16.142 46.507 11.809  -0.1096
H: 17.037 46.941 11.925  0.0522
H: 16.150 45.696 12.453  0.0874
O: 15.771 47.000 5.544  -0.0862
H: 16.660 46.801 5.294  -0.0372
H: 15.123 46.209 5.381  0.0387
O: 20.650 46.392 2.826  -0.1000
H: 20.481 45.554 2.364  -0.0190
H: 20.468 46.287 3.810  -0.0094
O: 15.383 48.612 8.371  -0.1135
H: 16.383 48.783 8.472  0.0089
H: 15.240 47.998 7.635  -0.0096
O: 19.905 44.440 1.014  0.0321
H: 20.101 43.640 1.329  -0.0485
H: 19.777 44.173 0.143  0.0447
O: 16.958 46.107 0.374  -0.0253
H: 16.575 45.337 0.746  -0.0559
H: 17.219 46.756 0.964  -0.0058
O: 11.424 40.438 7.155  -0.0722
H: 11.913 39.685 7.492  0.0440
H: 12.049 40.981 6.593  -0.0035
O: 18.147 41.993 12.189  0.0258
H: 18.372 41.226 11.863  -0.1158
H: 18.963 42.413 12.053  0.0212

E_LUMO (eV): -1.959
Gap between HOMO and LUMO (eV): 7.82
Spin multiplicity: 1
Energy relative to the best compared isomer or geometry (same formula, charge and spin) (kJ/mol): 6.4
E_HOMO (Eh): -0.3592
E (Ha): -2872.52412


[2]
Below is an isolated ion of composition C10H16N3O and charge +1, with properties calculated with the ωB97M-V functional and the def2-TZVPD basis.

Last column: Löwdin charge in e.
Cartesian coordinates (Å):
C: 0.428 -2.647 -0.594  -0.0581
C: 1.260 -1.901 0.472  -0.1533
C: 1.186 -0.388 0.108  -0.1738
C: 0.379 0.583 0.449  -0.1792
C: -1.074 0.475 0.419  -0.2210
N: -2.136 0.027 0.976  0.2290
C: -3.044 -0.019 -0.087  -0.3983
C: -4.307 -0.679 0.262  -0.0128
N: -2.597 0.478 -1.182  0.1534
O: -1.260 0.666 -0.972  -0.0166
N: 0.908 1.869 0.021  -0.0047
C: 1.259 2.369 1.457  0.0892
C: 2.101 1.522 -0.949  -0.0076
C: 2.306 0.038 -0.741  -0.1012
H: 0.901 -2.328 -1.552  0.0917
H: -0.567 -2.233 -0.544  0.0619
H: 0.465 -3.706 -0.379  0.0846
H: 2.250 -2.346 0.378  0.1087
H: 1.005 -2.072 1.568  0.1429
H: -4.937 0.058 0.934  0.1433
H: -4.836 -0.944 -0.648  0.0824
H: -4.058 -1.642 0.666  0.0804
H: 0.174 2.298 -0.466  0.1494
H: 2.023 1.613 1.649  0.1212
H: 1.687 3.342 1.495  0.0944
H: 0.417 2.483 2.073  0.0990
H: 2.991 2.117 -0.732  0.1379
H: 1.731 1.766 -1.960  0.1477
H: 2.050 -0.455 -1.726  0.1566
H: 3.293 -0.344 -0.397  0.1529

E_LUMO (eV): -2.965
Gap between HOMO and LUMO (eV): 10.58
Spin multiplicity: 1
Energy relative to the best compared isomer or geometry (same formula, charge and spin) (kJ/mol): 335.3
Total charge: +1
SMILES string: CCC1=C(c2nc(C)no2)[N@@H+](C)CC1
E_HOMO (Eh): -0.4978
E (Ha): -629.77075


[3]
Below is one molecule with the formula C4H7N3O2, with properties calculated with the ωB97M-V functional and the def2-TZVPD basis.

Last column: Löwdin charge in e.
Cartesian coordinates (Å):
C: 1.961 -1.168 0.285  -0.1095
O: 0.844 -1.189 -0.688  -0.1979
N: -0.204 -0.375 -0.058  -0.0551
C: -1.558 -1.114 -0.174  0.0134
C: -2.558 -0.110 -0.034  -0.0792
N: -1.857 1.133 -0.103  0.0314
C: -0.395 1.055 -0.209  -0.2807
N: 0.473 2.021 0.032  0.0152
O: 1.788 1.557 -0.281  -0.1190
H: 1.687 -0.296 1.178  0.1519
H: 3.009 -1.147 -0.275  0.1004
H: 1.804 -2.329 0.633  0.1075
H: -1.506 -2.132 0.037  0.0725
H: -3.646 -0.271 -0.054  0.1066
H: -2.268 2.115 0.031  0.1725
H: 2.424 2.250 -0.319  0.0698

E_LUMO (eV): 0.899
Gap between HOMO and LUMO (eV): 8.43
Spin multiplicity: 1
Energy relative to the best compared isomer or geometry (same formula, charge and spin) (kJ/mol): 751.6
SMILES string: COn1cc[nH]/c1=N/O
E_HOMO (Eh): -0.2768
E (Ha): -471.11677


[4]
Below is one molecule with the formula C6H13NO2, with properties calculated with the ωB97M-V functional and the def2-TZVPD basis.

Last column: Löwdin charge in e.
Cartesian coordinates (Å):
C: 1.417 -1.838 -0.680  -0.1177
C: -0.011 -1.604 -0.161  -0.2276
C: -0.148 -0.338 0.693  -0.3491
C: -1.562 -0.235 1.164  -0.0696
C: 0.373 0.952 0.025  -0.3105
N: 0.168 2.162 0.780  0.0234
C: -0.109 1.147 -1.453  -0.3653
O: 0.307 0.446 -2.396  0.0705
O: -1.166 2.086 -1.542  0.0772
H: 1.857 -1.267 -1.509  0.0632
H: 2.187 -1.971 0.113  0.0774
H: 1.428 -2.815 -1.270  0.0878
H: -0.645 -1.550 -1.014  0.0937
H: -0.481 -2.488 0.412  0.1403
H: 0.632 -0.465 1.422  0.1331
H: -2.031 -1.165 1.420  0.0641
H: -2.331 0.283 0.554  0.0979
H: -1.497 0.311 2.169  0.1028
H: 1.416 0.976 -0.209  0.1361
H: 0.666 3.040 0.441  0.1334
H: 0.681 2.031 1.645  0.0896
H: -1.147 2.302 -0.604  0.0495

E_LUMO (eV): 0.599
Gap between HOMO and LUMO (eV): 10.66
Spin multiplicity: 1
Energy relative to the best compared isomer or geometry (same formula, charge and spin) (kJ/mol): 162.6
SMILES string: CC[C@H](C)[C@H](N)C(=O)O
E_HOMO (Eh): -0.3696
E (Ha): -441.61806


[5]
Below is a 4-piece molecular cluster, C39H73N4O16 overall, with properties calculated with the ωB97M-V functional and the def2-TZVPD basis.

Last column: Löwdin charge in e.
Cartesian coordinates (Å):
C: 3.266 5.574 1.216  -0.1209
O: 3.386 6.638 0.247  -0.2152
C: 3.631 6.151 -1.090  -0.2322
C: 2.699 7.054 -2.070  -0.1494
C: 1.181 6.501 -1.879  -0.2005
C: 0.835 5.485 -3.068  -0.2034
C: -0.598 4.758 -2.905  -0.1960
C: -0.784 4.172 -1.423  -0.2021
C: -2.152 3.301 -1.248  -0.1174
C: -2.096 2.596 0.194  -0.1914
C: -3.119 3.254 1.280  -0.1743
C: -2.887 4.834 1.361  -0.0203
C: -1.549 5.193 2.196  -0.2891
O: -0.389 4.991 1.763  0.0719
O: -1.625 5.818 3.504  0.0534
C: -1.459 4.843 4.536  -0.3843
C: -0.342 3.706 4.582  0.0071
O: -2.253 4.903 5.506  0.0771
C: -4.642 2.790 1.100  -0.2073
C: -5.428 3.456 -0.122  -0.1371
O: -5.749 4.880 0.095  -0.0821
N: -5.138 5.537 -0.938  -0.0761
O: -5.135 6.709 -0.757  0.0749
C: -4.714 1.197 0.906  -0.0870
C: -3.597 0.579 -0.073  -0.2183
C: -3.660 -1.037 0.163  -0.1095
C: -3.500 -1.883 -1.184  -0.1826
N: -4.522 -1.996 -2.003  0.0823
N: -2.209 1.099 0.173  -0.0652
C: -1.159 0.455 -0.728  -0.0966
C: -0.307 -0.689 0.065  -0.1401
C: 1.139 -0.127 0.553  -0.1625
C: 2.134 0.202 -0.657  -0.1910
N: 3.020 1.393 -0.350  -0.1366
C: 3.815 1.780 -1.585  -0.0692
C: 4.036 1.017 0.642  -0.4248
C: 5.015 2.192 1.151  -0.0064
O: 4.224 -0.140 1.087  0.0334
H: 2.407 5.871 1.929  0.0931
H: 4.205 5.487 1.875  0.1002
H: 2.980 4.560 0.780  0.0724
H: 3.311 5.068 -1.274  0.0925
H: 4.743 6.217 -1.372  0.1300
H: 2.782 8.127 -1.666  0.1194
H: 3.054 7.015 -3.154  0.1130
H: 0.493 7.428 -1.852  0.1266
H: 1.129 6.045 -0.833  0.0930
H: 0.835 6.112 -4.036  0.1212
H: 1.617 4.661 -3.221  0.1110
H: -0.742 3.881 -3.630  0.1090
H: -1.427 5.524 -3.153  0.1258
H: -0.946 5.090 -0.739  0.0978
H: 0.136 3.639 -1.005  0.1186
H: -2.172 2.579 -2.133  0.1201
H: -2.995 4.080 -1.350  0.1002
H: -1.046 2.829 0.621  0.1533
H: -2.766 2.823 2.297  0.1557
H: -2.895 5.380 0.363  0.1135
H: -3.760 5.270 1.975  0.1504
H: -0.777 2.794 4.024  0.0863
H: -0.066 3.429 5.661  0.1126
H: 0.564 4.095 4.004  0.0862
H: -5.212 3.036 2.073  0.1706
H: -6.460 2.935 -0.164  0.1422
H: -4.962 3.268 -1.152  0.1295
H: -5.733 0.976 0.407  0.1391
H: -4.707 0.628 1.894  0.1374
H: -3.836 0.741 -1.188  0.1695
H: -4.733 -1.238 0.541  0.1288
H: -2.975 -1.372 1.020  0.1180
H: -2.515 -2.428 -1.429  0.1267
H: -5.281 -1.449 -1.535  0.0662
H: -1.951 0.778 1.133  0.1814
H: -0.364 1.217 -1.069  0.1250
H: -1.621 0.053 -1.700  0.1436
H: -0.097 -1.499 -0.706  0.1254
H: -0.833 -1.048 1.009  0.1067
H: 1.623 -0.993 1.142  0.1173
H: 1.007 0.726 1.306  0.1207
H: 1.566 0.486 -1.619  0.1164
H: 2.810 -0.682 -0.932  0.1352
H: 4.127 2.882 -1.572  0.0812
H: 3.269 1.504 -2.557  0.1032
H: 4.778 1.148 -1.558  0.1129
H: 5.006 2.311 2.287  0.1001
H: 4.797 3.178 0.626  0.0500
H: 6.076 1.866 0.839  0.1046
C: -11.575 -4.675 -3.084  -0.0656
C: -10.887 -4.369 -1.767  -0.2156
O: -9.505 -4.748 -1.811  0.0319
C: -8.690 -3.890 -2.443  -0.5900
O: -9.016 -2.846 -2.955  0.1149
O: -7.450 -4.405 -2.427  0.0051
C: -6.492 -3.625 -3.144  -0.0684
H: -11.424 -5.722 -3.361  0.0839
H: -12.647 -4.477 -3.016  0.0819
H: -11.164 -4.069 -3.894  0.0756
H: -11.349 -4.957 -0.970  0.1234
H: -10.993 -3.316 -1.493  0.1224
H: -6.499 -2.590 -2.813  0.0537
H: -6.689 -3.688 -4.217  0.1058
H: -5.505 -4.043 -2.949  0.0796
C: 3.868 -4.481 1.775  -0.0521
C: 3.879 -3.792 0.423  -0.2204
O: 4.145 -4.731 -0.626  0.0340
C: 3.099 -5.479 -1.010  -0.5897
O: 1.978 -5.419 -0.560  0.1093
O: 3.518 -6.325 -1.964  0.0040
C: 2.518 -7.242 -2.406  -0.0439
H: 4.792 -5.047 1.925  0.0799
H: 3.763 -3.751 2.580  0.0808
H: 3.044 -5.195 1.847  0.0772
H: 4.685 -3.056 0.398  0.1184
H: 2.945 -3.254 0.237  0.1053
H: 1.607 -6.721 -2.707  0.0944
H: 2.304 -7.967 -1.619  0.1016
H: 2.912 -7.775 -3.272  0.0957
C: 8.451 -9.120 4.496  -0.0674
C: 9.031 -7.730 4.671  -0.2154
O: 9.577 -7.244 3.438  0.0340
C: 8.682 -6.766 2.559  -0.5889
O: 7.487 -6.705 2.723  0.1104
O: 9.344 -6.389 1.454  0.0038
C: 8.496 -5.935 0.399  -0.0449
H: 9.193 -9.793 4.057  0.0832
H: 8.126 -9.527 5.455  0.0805
H: 7.594 -9.107 3.819  0.0743
H: 9.857 -7.767 5.385  0.1235
H: 8.291 -7.031 5.071  0.1231
H: 7.817 -5.153 0.744  0.0903
H: 7.936 -6.776 -0.016  0.1008
H: 9.130 -5.520 -0.385  0.0944

E_LUMO (eV): -2.843
Gap between HOMO and LUMO (eV): 8.82
Spin multiplicity: 1
Total charge: +1
E_HOMO (Eh): -0.4285
E (Ha): -2952.15417


[6]
Below is C20H34Cl2N3O4Ti as an isolated structure, with properties calculated with the ωB97M-V functional and the def2-TZVPD basis.

Last column: Löwdin charge in e.
Cartesian coordinates (Å):
O: 2.808 1.721 -0.679  0.0346
C: 2.116 2.033 -1.643  -0.2037
C: 1.301 3.267 -1.756  -0.2187
C: 0.784 3.974 -0.667  -0.0418
H: 0.491 3.459 0.247  0.0839
C: 0.652 5.346 -0.767  -0.0668
H: 0.363 5.975 0.086  0.1086
C: 0.982 5.976 -1.993  -0.0827
H: 1.000 7.077 -2.071  0.1037
C: 1.302 5.217 -3.124  -0.0858
H: 1.565 5.689 -4.091  0.1109
C: 1.363 3.835 -3.011  -0.0568
H: 1.580 3.217 -3.874  0.1152
H: 1.841 1.324 -2.532  0.1290
C: -0.127 -0.493 -3.195  -0.1285
C: -0.964 0.263 -2.222  -0.5194
H: -0.374 -0.313 -4.257  0.0809
H: -0.411 -1.524 -2.929  0.0573
H: 0.960 -0.542 -3.152  0.0547
C: -1.567 1.415 -2.500  -0.3047
C: -2.482 1.445 -3.612  -0.1173
H: -1.519 2.370 -2.027  0.0484
H: -2.244 2.236 -4.335  0.0827
H: -3.507 1.573 -3.272  0.0852
H: -2.394 0.484 -4.106  0.0667
Ti: -1.613 -0.491 -0.647  0.3704
Cl: -1.568 1.575 0.332  0.2135
Cl: -3.536 -1.322 -1.615  0.0173
C: -2.952 -0.895 1.681  -0.3042
O: -1.824 -1.296 1.206  -0.2264
N: -3.624 -1.744 2.425  -0.1759
C: -3.060 -3.032 2.834  -0.0055
C: -5.011 -1.523 2.675  -0.0425
H: -3.333 0.138 1.485  0.1029
H: -1.992 -3.116 2.618  0.0866
H: -3.608 -3.841 2.343  0.0996
H: -3.231 -3.125 3.907  0.0913
H: -5.284 -0.531 2.318  0.1000
H: -5.201 -1.603 3.741  0.0899
H: -5.619 -2.267 2.164  0.0993
H: 1.334 -4.834 -0.507  0.0966
H: 3.814 -3.849 -0.262  0.0904
C: 1.274 -4.056 -1.282  -0.0148
C: 3.486 -3.044 -0.922  -0.0408
N: 2.042 -2.873 -0.887  -0.1654
H: 0.234 -3.779 -1.456  0.0913
C: 1.473 -1.715 -0.565  -0.2109
O: 0.216 -1.504 -0.638  -0.1472
H: 3.989 -2.125 -0.623  0.0937
H: 2.171 -0.936 -0.170  0.1511
H: 1.726 -4.477 -2.191  0.0945
H: 3.807 -3.321 -1.928  0.0921
C: 2.475 0.785 3.708  -0.0334
N: 1.756 -0.477 3.690  -0.2024
C: 1.964 -1.434 4.746  -0.0674
C: 0.943 -0.773 2.651  -0.2969
O: 0.770 -0.012 1.678  -0.0435
H: 3.072 0.769 4.616  0.0751
H: 1.778 1.631 3.720  0.0982
H: 3.114 0.892 2.824  0.0956
H: 1.030 -1.623 5.296  0.0891
H: 2.291 -2.402 4.338  0.0871
H: 2.722 -1.039 5.422  0.0812
H: 0.454 -1.753 2.758  0.1350

<S²>: 0.76
E_LUMO (spin up / spin down) (eV): 0.285 / 0.284
Gap between HOMO and LUMO (spin up / spin down) (eV): 6.07 / 6.35
Spin multiplicity: 2
E_HOMO (spin up / spin down) (Eh): -0.2125 / -0.2228
E (Ha): -3017.52319